Below is a single C5H12N2O molecule at a distorted geometry, with properties calculated with the ωB97M-V functional and the def2-TZVPD basis.

Its molar mass is 116.2 g mol⁻¹. Its SMILES is CCC[C@H](N)C(N)=O. The value obtained for the energy relative to the best compared isomer or geometry (same formula, charge and spin) is 304.6 kJ/mol. For the HOMO energy, the calculation gives -0.324 Eh. The LUMO energy is 0.87 eV.

Last column: Mulliken charge in e.
Atoms and positions in Å:
C1 -2.176 0.426 -1.689  -1.5465
C2 -1.138 0.796 -0.585  -0.3255
C3 -0.697 -0.306 0.308  -0.7119
C4 0.502 0.018 1.210  0.4211
N1 1.165 1.293 1.024  -0.5853
C5 1.542 -1.138 1.112  0.1689
N2 2.528 -1.191 0.213  -0.4338
O1 1.364 -2.188 1.673  -0.6463
H1 -3.078 -0.006 -1.316  0.3878
H2 -2.282 1.186 -2.478  0.3845
H3 -1.918 -0.344 -2.445  0.3947
H4 -1.585 1.738 -0.171  0.3898
H5 -0.368 1.187 -1.427  0.2517
H6 -0.490 -1.283 -0.453  0.2154
H7 -1.451 -1.073 0.766  0.4537
H8 0.183 0.033 2.307  0.2563
H9 1.395 1.680 1.895  0.2139
H10 0.705 1.873 0.323  0.2290
H11 3.065 -2.208 0.207  0.2865
H12 2.734 -0.494 -0.474  0.1960